No. 1
Here is a structure of composition F18InNO3P3 from the Open Molecules 2025 dataset. Energies are from ωB97M-V with the def2-TZVPD basis set.

The LUMO energy comes out at -0.2916 hartree. Its HOMO-LUMO gap is 1.4 eV. The calculation puts the calculated total energy at -89592.592 eV. Its HOMO energy is -9.4 eV. The charge is -1.

Last column: natural (NBO) charge in e.
Element x y z (Å)
In -1.458 0.449 0.645  0.9939
N -4.325 1.277 5.841  0.6900
O -4.991 0.507 6.574  -0.1831
O -4.008 0.904 4.703  -0.2124
O -3.991 2.357 6.292  -0.1886
P 1.282 -3.842 2.418  2.5799
F 0.491 -5.219 2.865  -0.5441
F 0.361 -3.750 1.115  -0.5853
F 0.106 -3.115 3.290  -0.5303
F 1.831 -2.294 2.095  -0.5435
F 2.223 -3.796 3.724  -0.5694
F 2.435 -4.564 1.445  -0.5526
P 2.575 3.809 -1.392  2.5850
F 4.068 3.538 -1.936  -0.5659
F 2.865 3.370 0.131  -0.5217
F 2.779 5.362 -1.084  -0.5521
F 1.008 3.923 -0.909  -0.5915
F 2.194 4.025 -2.938  -0.5407
F 2.364 2.153 -1.583  -0.4570
P -1.123 -0.738 -4.491  2.5796
F -2.378 -1.035 -3.510  -0.5786
F -2.199 -0.199 -5.571  -0.5506
F -1.044 0.745 -3.830  -0.5389
F 0.170 -0.433 -5.447  -0.5449
F -0.029 -1.174 -3.346  -0.5239
F -1.205 -2.261 -5.099  -0.5532

=====

No. 2
Here is a structure of composition C35H33I2MnN4O7P2S from the Open Molecules 2025 dataset. Energies are from ωB97M-V with the def2-TZVPD basis set.

The LUMO energy (alpha / beta) comes out at -0.1395 / -0.1401 hartree. As for the expectation value of S²: 0.998. Its HOMO-LUMO gap (alpha / beta) is 7.0 / 7.0 eV. The calculation puts the calculated total energy at -134045.135 eV. Its HOMO energy (alpha / beta) is -10.8 / -10.8 eV. Its spin multiplicity is 2. The charge is +1.

Last column: Löwdin spin population.
Element x y z (Å)
Mn 0.144 0.911 1.652  0.9938
I -0.254 1.040 4.560  0.0029
C 1.832 0.775 4.741  -0.0010
I 2.750 1.049 2.872  -0.0079
H 2.011 -0.241 5.070  0.0003
H 2.216 1.507 5.442  -0.0003
C -1.440 -2.947 -4.600  0.0000
S 0.324 -3.302 -4.520  0.0000
C 0.446 -4.158 -2.924  -0.0001
C 0.887 -3.263 -1.773  -0.0001
C -0.116 -2.155 -1.504  -0.0020
N 0.232 -1.276 -0.377  -0.0094
P 0.814 0.304 -0.540  -0.0094
C 2.343 0.203 -1.464  -0.0027
C 3.529 -0.010 -0.760  -0.0005
C 4.715 -0.219 -1.442  0.0000
C 4.718 -0.217 -2.832  0.0000
C 3.543 -0.001 -3.537  -0.0002
C 2.354 0.215 -2.857  -0.0005
C -0.373 1.220 -1.554  0.0020
C -1.687 0.772 -1.685  0.0014
C -2.638 1.569 -2.307  -0.0002
C -2.285 2.820 -2.792  0.0014
C -0.979 3.273 -2.660  -0.0002
C -0.025 2.478 -2.046  0.0014
P -0.184 -1.398 1.255  -0.0067
C -1.696 -2.351 1.359  -0.0030
C -2.907 -1.667 1.238  -0.0003
C -4.102 -2.369 1.230  0.0000
C -4.089 -3.753 1.346  0.0000
C -2.889 -4.437 1.474  -0.0002
C -1.690 -3.741 1.480  -0.0006
C 1.100 -2.363 2.104  0.0028
C 2.278 -2.727 1.460  0.0006
C 3.301 -3.346 2.168  0.0001
C 3.151 -3.607 3.521  0.0008
C 1.974 -3.252 4.169  -0.0002
C 0.956 -2.629 3.466  0.0014
H -1.634 -2.542 -5.592  0.0000
H -1.768 -2.213 -3.864  0.0000
H -2.024 -3.860 -4.490  0.0000
H 1.159 -4.971 -3.056  0.0000
H -0.520 -4.621 -2.713  0.0000
H 1.854 -2.813 -2.019  0.0000
H 1.031 -3.864 -0.871  0.0000
H -1.113 -2.575 -1.329  -0.0004
H -0.193 -1.516 -2.386  0.0000
H 3.523 -0.018 0.325  -0.0002
H 5.635 -0.378 -0.896  0.0000
H 5.644 -0.381 -3.368  0.0000
H 3.550 -0.003 -4.618  0.0000
H 1.439 0.383 -3.412  0.0000
H -1.978 -0.195 -1.294  0.0001
H -3.653 1.210 -2.411  0.0000
H -3.026 3.442 -3.277  0.0001
H -0.700 4.249 -3.035  0.0000
H 0.984 2.856 -1.932  0.0001
H -2.915 -0.587 1.169  -0.0001
H -5.040 -1.838 1.145  0.0000
H -5.022 -4.302 1.345  0.0000
H -2.887 -5.514 1.572  0.0000
H -0.755 -4.276 1.586  0.0000
H 2.410 -2.513 0.408  0.0000
H 4.214 -3.625 1.658  0.0000
H 3.946 -4.093 4.070  0.0000
H 1.849 -3.473 5.221  0.0000
H 0.039 -2.365 3.984  0.0000
O -4.127 6.964 1.024  0.0011
N -2.944 7.131 0.819  0.0004
O -2.416 8.182 0.523  0.0007
C -2.062 5.963 0.970  0.0045
C -0.687 6.123 0.751  -0.0002
C 0.096 5.017 0.866  0.0028
C -0.366 3.713 1.204  0.0017
O 0.491 2.767 1.289  0.0226
C -1.762 3.653 1.422  0.0045
C -2.608 4.760 1.322  -0.0011
N -2.396 2.415 1.801  0.0013
O -1.854 1.324 1.509  -0.0019
O -3.458 2.434 2.358  0.0003
N 1.548 5.140 0.646  0.0002
O 2.198 5.628 1.542  0.0002
O 1.982 4.705 -0.399  0.0003
H -0.279 7.092 0.502  -0.0001
H -3.669 4.675 1.499  -0.0001

=====

No. 3
Here is the molecule C22H24N2O7 from the Open Molecules 2025 dataset. Energies are from ωB97M-V with the def2-TZVPD basis set.

The LUMO energy comes out at 0.0216 hartree. Its HOMO-LUMO gap is 8.8 eV. Its structure (SMILES) is CCCOc1ccc(N2C(=O)C[C@H](N(Cc3ccco3)C(=O)CCC(=O)O)C2=O)cc1. The calculation puts the calculated total energy at -40517.165 eV. Its HOMO energy is -8.2 eV. The charge is 0.

Last column: natural (NBO) charge in e.
Element x y z (Å)
C 0.429 4.148 5.918  -0.6077
C -0.932 3.660 5.436  -0.4268
C -1.262 4.215 4.048  -0.0617
O -0.348 3.792 3.057  -0.4979
C -0.401 2.517 2.585  0.3155
C -1.387 1.580 2.875  -0.3070
C -1.338 0.317 2.310  -0.1709
C -0.310 -0.025 1.447  0.0916
C 0.678 0.906 1.146  -0.1386
C 0.630 2.162 1.712  -0.3008
H 1.392 2.898 1.499  0.2228
H 1.478 0.641 0.472  0.2384
N -0.280 -1.298 0.825  -0.5023
C -1.413 -1.855 0.214  0.7623
O -2.547 -1.752 0.589  -0.5713
C -0.888 -2.919 -0.781  -0.1315
N -0.819 -2.379 -2.135  -0.4209
C -1.030 -1.062 -2.304  0.7199
O -1.352 -0.361 -1.356  -0.6151
C -0.844 -0.460 -3.682  -0.4973
C -0.763 1.059 -3.516  -0.5056
C 0.199 1.375 -2.385  0.8332
O 1.204 0.752 -2.157  -0.6434
O -0.176 2.438 -1.688  -0.6717
H 0.397 2.569 -0.912  0.5057
H -1.733 1.482 -3.256  0.2436
H -0.402 1.527 -4.433  0.2400
H 0.077 -0.837 -4.125  0.2465
H -1.687 -0.730 -4.322  0.2387
C -0.432 -3.282 -3.195  -0.2564
C 1.039 -3.246 -3.505  0.2511
C 2.026 -2.347 -3.225  -0.3266
C 3.211 -2.881 -3.794  -0.3043
C 2.856 -4.055 -4.376  0.0859
O 1.540 -4.289 -4.206  -0.4084
H 3.415 -4.791 -4.918  0.2054
H 4.186 -2.441 -3.764  0.2343
H 1.940 -1.427 -2.682  0.2686
H -1.008 -3.048 -4.098  0.2251
H -0.699 -4.301 -2.897  0.2299
C 0.494 -3.240 -0.218  -0.5193
C 0.873 -2.004 0.586  0.7076
O 1.970 -1.734 0.998  -0.5686
H 0.456 -4.093 0.462  0.2435
H 1.245 -3.440 -0.981  0.2557
H -1.569 -3.776 -0.785  0.2224
H -2.115 -0.398 2.528  0.2417
H -2.205 1.815 3.536  0.2194
H -1.165 5.304 4.056  0.1914
H -2.290 3.962 3.762  0.1748
H -1.713 3.978 6.128  0.2059
H -0.931 2.569 5.400  0.2085
H 1.199 3.868 5.203  0.2147
H 0.432 5.230 6.022  0.1995
H 0.674 3.706 6.881  0.2104

=====

No. 4
Here is a structure of composition C10H38B2O5Sr from the Open Molecules 2025 dataset. Energies are from ωB97M-V with the def2-TZVPD basis set.

The LUMO energy comes out at -0.0148 hartree. Its HOMO-LUMO gap is 8.7 eV. The calculation puts the calculated total energy at -23404.981 eV. Its HOMO energy is -9.1 eV. The charge is 0.

Last column: natural (NBO) charge in e.
Element x y z (Å)
Sr -0.134 0.063 0.227  1.9217
B -2.745 -1.616 1.574  -0.9093
H -2.947 -0.568 1.415  -0.0456
H -3.608 -2.088 2.017  0.0478
H -2.568 -2.080 0.616  -0.0317
H -1.939 -1.717 2.283  -0.0362
B 2.597 1.562 -1.587  -0.8680
H 3.434 1.960 -2.140  0.0275
H 2.781 0.531 -1.325  -0.0450
H 2.346 2.077 -0.673  -0.0555
H 1.729 1.529 -2.227  -0.0388
C -1.559 3.508 -3.608  -0.6350
C -1.568 3.484 -2.096  -0.0748
O -2.127 2.257 -1.694  -0.7569
H -0.949 4.317 -4.008  0.2168
H -2.527 3.543 -4.107  0.2001
H -1.050 2.585 -3.888  0.2194
H -2.151 4.343 -1.763  0.1586
H -0.552 3.631 -1.732  0.1963
H -3.083 2.320 -1.754  0.4827
C -2.507 2.495 4.958  -0.6623
C -1.209 1.899 4.321  -0.0698
O -1.158 2.358 2.992  -0.7339
H -2.438 3.505 5.360  0.2044
H -2.823 1.879 5.800  0.2215
H -3.387 2.423 4.318  0.2260
H -1.256 0.814 4.418  0.1900
H -0.316 2.184 4.876  0.1589
H -1.326 3.295 3.115  0.4717
C 3.907 1.934 3.346  -0.6323
C 3.853 0.451 2.818  -0.0649
O 2.497 0.084 2.793  -0.7512
H 3.323 2.069 4.257  0.2011
H 3.556 2.572 2.535  0.2238
H 4.929 2.130 3.671  0.2075
H 4.395 -0.216 3.488  0.1562
H 4.284 0.401 1.818  0.1916
H 2.434 -0.468 3.576  0.4755
C -2.235 -3.216 -3.659  -0.6420
C -2.153 -1.703 -3.777  -0.0748
O -0.878 -1.399 -3.245  -0.7375
H -3.248 -3.615 -3.699  0.2102
H -1.997 -3.634 -2.681  0.2238
H -1.671 -3.761 -4.416  0.2037
H -2.944 -1.185 -3.234  0.1765
H -2.296 -1.384 -4.809  0.1677
H -0.325 -1.301 -4.023  0.4781
C 2.051 -4.581 -2.007  -0.6402
C 2.256 -3.995 -0.622  -0.0649
O 1.103 -3.442 -0.119  -0.7312
H 1.171 -5.218 -2.091  0.2030
H 2.901 -5.093 -2.457  0.2167
H 1.872 -3.759 -2.700  0.2116
H 3.032 -3.235 -0.714  0.1794
H 2.638 -4.744 0.071  0.1532
H 0.587 -4.189 0.195  0.4787

=====

No. 5
Here is a structure of composition C20H58N5O6 from the Open Molecules 2025 dataset. Energies are from ωB97M-V with the def2-TZVPD basis set.

The LUMO energy comes out at -0.0706 hartree. Its HOMO-LUMO gap is 9.0 eV. The calculation puts the calculated total energy at -41389.723 eV. Its HOMO energy is -10.9 eV. The charge is +1.

Last column: Löwdin charge in e.
Element x y z (Å)
O 0.455 -0.614 -0.277  0.2133
H 0.191 0.209 -0.661  0.0129
H 0.045 -1.377 -0.370  -0.0241
H 0.626 -0.300 0.718  0.1440
C 1.072 -3.808 -1.718  -0.0551
C -0.410 -3.709 -1.620  -0.4342
C -1.070 -3.820 -0.188  -0.2081
O -0.543 -2.846 0.653  -0.1825
C -1.068 -3.033 2.009  -0.0039
N -0.849 -2.403 -2.031  0.0604
H 1.544 -3.416 -2.688  0.0906
H 1.276 -4.971 -1.385  0.1365
H 1.510 -3.349 -0.716  0.1095
H -1.134 -4.380 -2.116  0.1435
H -0.744 -4.725 0.276  0.1181
H -1.982 -4.115 -0.492  0.0911
H -0.724 -2.134 2.464  -0.0148
H -0.859 -4.006 2.418  0.1137
H -2.115 -2.841 1.942  0.0949
H -1.787 -2.472 -2.124  0.0527
H -0.742 -2.253 -2.976  0.0654
C 0.225 1.580 2.957  -0.0410
C 1.650 1.224 2.395  -0.3227
C 2.840 1.672 3.260  -0.2703
O 2.641 2.986 3.493  -0.1608
C 3.592 3.633 4.324  -0.0785
N 1.666 -0.290 2.187  0.0192
H -0.498 1.504 2.203  0.0540
H 0.198 2.537 3.324  0.0648
H 0.071 0.996 3.885  0.0557
H 1.734 1.789 1.471  0.1201
H 3.704 1.263 2.876  0.0933
H 3.014 1.090 4.234  0.1500
H 3.574 4.502 5.042  0.1142
H 4.410 3.753 3.605  0.0976
H 3.914 2.998 5.131  0.0697
H 1.559 -0.695 3.167  0.1181
H 2.614 -0.646 1.717  0.1624
C 2.697 0.754 -3.207  -0.0735
C 3.055 -0.588 -3.667  -0.4242
C 3.411 -0.717 -5.213  -0.1576
O 2.226 -0.639 -5.955  -0.1663
C 2.380 -1.113 -7.237  -0.1167
N 4.110 -0.986 -2.840  0.0429
H 2.404 0.893 -2.197  0.0414
H 1.838 1.146 -3.679  0.0454
H 3.303 1.631 -3.577  0.1211
H 2.302 -1.295 -3.563  0.1037
H 3.760 -1.544 -5.391  0.0247
H 4.173 -0.129 -5.629  0.1274
H 2.982 -0.526 -7.810  0.0513
H 1.376 -0.969 -7.810  0.1318
H 2.687 -2.144 -7.127  0.0953
H 4.892 -0.654 -3.340  0.0621
H 4.371 -1.979 -2.891  0.0958
C -1.286 1.217 -2.804  -0.0095
C -1.155 2.040 -1.498  -0.5218
C -2.200 1.533 -0.574  -0.1876
O -2.228 0.124 -0.312  -0.1751
C -3.400 -0.232 0.345  -0.0934
N 0.051 1.842 -1.000  0.0004
H -0.717 1.552 -3.696  0.0895
H -2.201 1.092 -3.258  0.0552
H -0.843 0.226 -2.521  0.0772
H -1.459 3.101 -1.579  0.1589
H -3.142 1.551 -0.873  0.0869
H -2.130 1.786 0.570  0.0579
H -3.403 0.229 1.338  0.0313
H -3.436 -1.300 0.716  0.1293
H -4.190 -0.081 -0.179  0.0461
H 0.160 2.787 -0.101  0.2567
H 0.908 2.128 -1.715  0.1640
C -3.315 2.518 1.692  -0.0733
C -3.906 1.636 2.748  -0.4685
C -2.763 0.938 3.533  -0.1854
O -2.115 -0.062 2.835  -0.2097
C -1.205 -0.825 3.635  -0.0918
N -4.651 2.587 3.546  0.0844
H -2.927 3.426 2.292  0.1442
H -4.224 2.729 0.949  0.1692
H -2.551 1.872 1.344  -0.0338
H -4.352 0.865 2.113  0.1159
H -3.535 0.325 4.275  0.1804
H -2.012 1.611 4.075  0.1485
H -0.659 -1.461 3.089  -0.0480
H -1.656 -1.413 4.516  0.1538
H -0.448 -0.042 4.046  0.0730
H -5.297 1.945 4.066  0.1121
H -5.249 3.095 3.116  -0.0112

=====

No. 6
Here is the molecule C24H24N4O4 from the Open Molecules 2025 dataset. Energies are from ωB97M-V with the def2-TZVPD basis set.

The LUMO energy comes out at 0.0244 hartree. Its HOMO-LUMO gap is 9.7 eV. Its structure (SMILES) is C[C@H](NC(=O)c1nc[nH]c1C(=O)N1CCc2ccccc2C1)C(=O)OCc1ccccc1. The calculation puts the calculated total energy at -39430.307 eV. Its HOMO energy is -9.0 eV. The charge is 0.

Last column: natural (NBO) charge in e.
Element x y z (Å)
C -4.049 3.518 0.230  -0.6056
C -2.982 2.497 0.603  -0.1413
N -2.170 2.167 -0.544  -0.6023
C -1.271 1.158 -0.478  0.6634
O -0.937 0.626 0.568  -0.6304
C -0.747 0.790 -1.806  -0.0217
C 0.209 -0.140 -2.180  0.0926
N 0.170 -0.158 -3.547  -0.4969
C -0.752 0.744 -3.944  0.1893
N -1.317 1.329 -2.928  -0.4663
H -0.978 0.951 -4.971  0.2043
H 0.713 -0.795 -4.109  0.4405
C 1.057 -1.157 -1.514  0.6440
O 1.126 -2.269 -2.029  -0.6525
N 1.733 -0.821 -0.408  -0.4004
C 1.890 0.509 0.121  -0.2361
C 3.317 0.813 0.503  -0.0598
C 4.302 -0.169 0.527  0.0621
C 5.597 0.175 0.897  -0.2280
C 5.916 1.474 1.243  -0.2106
C 4.933 2.450 1.226  -0.2129
C 3.643 2.117 0.859  -0.1933
H 2.871 2.873 0.845  0.2089
H 5.172 3.467 1.498  0.2131
H 6.927 1.725 1.529  0.2127
H 6.359 -0.591 0.913  0.2078
C 3.969 -1.583 0.144  -0.4471
C 2.473 -1.835 0.308  -0.2190
H 2.191 -1.784 1.365  0.2003
H 2.193 -2.807 -0.101  0.2453
H 4.246 -1.750 -0.902  0.2189
H 4.539 -2.285 0.753  0.2179
H 1.243 0.626 1.002  0.2423
H 1.553 1.235 -0.624  0.2231
H -2.494 2.416 -1.469  0.4260
C -3.644 1.232 1.168  0.8122
O -3.894 1.067 2.330  -0.5987
O -3.943 0.388 0.186  -0.5175
C -4.361 -0.935 0.552  -0.0970
C -3.142 -1.807 0.694  -0.0746
C -2.534 -1.959 1.933  -0.1841
C -1.374 -2.703 2.050  -0.2072
C -0.814 -3.296 0.932  -0.2122
C -1.409 -3.138 -0.308  -0.2267
C -2.565 -2.389 -0.427  -0.1581
H -3.025 -2.251 -1.395  0.2011
H -0.959 -3.582 -1.183  0.2289
H 0.089 -3.881 1.024  0.2099
H -0.905 -2.816 3.016  0.2106
H -2.965 -1.483 2.801  0.2245
H -4.923 -0.883 1.489  0.2124
H -5.005 -1.270 -0.264  0.1979
H -2.338 2.890 1.400  0.2270
H -4.699 3.114 -0.543  0.2130
H -4.650 3.760 1.103  0.2312
H -3.582 4.428 -0.139  0.2190

=====

No. 7
Here is a structure of composition C2H7OS2 from the Open Molecules 2025 dataset. Energies are from ωB97M-V with the def2-TZVPD basis set.

The LUMO energy (alpha / beta) comes out at 0.2261 / 0.2275 hartree. As for the expectation value of S²: 0.752. Its HOMO-LUMO gap (alpha / beta) is 2.3 / 5.6 eV. The calculation puts the calculated total energy at -25900.892 eV. Its HOMO energy (alpha / beta) is 3.9 / 0.6 eV. Its spin multiplicity is 2. The charge is -2.

Last column: Löwdin spin population.
Element x y z (Å)
C -1.074 -1.263 1.920  0.3269
O -1.995 -1.900 2.448  0.2615
H -1.230 -0.513 1.079  0.0554
H -2.418 -4.167 0.552  0.0277
H -0.011 -1.203 2.345  0.0431
C 1.421 2.445 -1.849  0.0067
S 0.615 1.041 -1.026  0.1606
S 2.221 0.576 0.268  0.0649
H 0.971 2.711 -2.778  0.0022
H 1.337 3.425 -1.176  0.0001
H 2.499 2.309 -1.996  0.0002
H -2.335 -3.462 0.213  0.0507